Below is 14 unconnected molecules or ions with the total composition C62H140F24N14O35S8 in a non-equilibrium geometry, with properties calculated with ωB97M-V with the def2-TZVPD basis set.

The geometry in XYZ format:
```
283
Properties=species:S:1:pos:R:3:mulliken_charge:R:1
C -0.135 -1.943 -0.568 -0.31
C -0.713 -1.607 0.854 0.98
N -0.018 -0.323 1.460 0.75
C -0.431 -0.184 2.909 1.94
C 1.532 -0.514 1.461 0.82
C 2.349 0.678 2.201 -1.07
C -0.370 0.896 0.685 -0.98
C -1.820 1.158 0.484 -0.30
O -2.328 0.253 -0.396 0.48
C -3.694 0.624 -0.747 -0.69
H 0.773 -2.516 -0.374 -0.10
H 0.216 -0.979 -1.102 -0.82
H -0.871 -2.430 -1.242 0.71
H -0.498 -2.330 1.654 0.23
H -1.756 -1.351 0.901 -0.64
H -0.072 0.810 3.320 -0.55
H 0.109 -0.995 3.502 -1.19
H -1.498 -0.441 3.075 -0.01
H 1.812 -0.561 0.394 -0.08
H 1.748 -1.454 1.915 0.13
H 2.107 0.785 3.250 -0.45
H 2.337 1.631 1.706 0.57
H 3.395 0.403 2.244 0.41
H 0.129 0.765 -0.230 -0.19
H 0.087 1.770 1.122 0.73
H -1.884 2.264 0.204 0.64
H -2.375 1.033 1.408 -0.40
H -3.653 1.507 -1.382 0.19
H -4.351 0.731 0.090 -0.06
H -3.963 -0.202 -1.399 0.27
C 3.928 -8.448 -5.469 -1.72
C 3.256 -7.105 -5.345 0.01
N 1.648 -7.102 -5.607 1.13
C 0.929 -7.956 -4.683 -1.02
C 1.176 -5.702 -5.448 -1.02
C 1.760 -4.950 -4.258 -0.87
C 1.375 -7.508 -6.984 -0.72
C 2.255 -6.962 -8.138 -0.99
O 2.299 -5.534 -8.014 -0.15
C 3.300 -4.941 -8.768 -0.86
H 4.974 -8.298 -5.351 0.51
H 3.750 -8.966 -6.402 0.37
H 3.717 -9.087 -4.628 0.32
H 3.510 -6.262 -5.946 0.63
H 3.367 -6.689 -4.312 -0.19
H 1.428 -8.917 -4.504 0.34
H -0.077 -8.171 -5.059 0.38
H 0.817 -7.427 -3.749 0.28
H 0.091 -5.713 -5.396 0.29
H 1.396 -5.142 -6.323 0.77
H 1.100 -4.134 -4.034 0.58
H 2.720 -4.559 -4.592 0.45
H 1.818 -5.441 -3.276 -0.18
H 0.338 -7.107 -7.164 0.45
H 1.390 -8.562 -7.036 0.55
H 1.813 -7.233 -9.095 0.49
H 3.246 -7.294 -8.072 0.53
H 3.008 -5.005 -9.810 0.34
H 4.303 -5.381 -8.700 0.32
H 3.374 -3.869 -8.575 0.21
C 1.796 -0.184 -6.958 -1.27
C 0.512 0.580 -6.778 -0.37
N -0.505 -0.149 -5.855 1.14
C 0.026 0.076 -4.437 -1.19
C -1.849 0.475 -5.945 -0.10
C -2.914 -0.049 -5.039 -1.37
C -0.586 -1.630 -6.120 -0.86
C -1.290 -2.066 -7.449 -0.98
O -0.580 -1.822 -8.630 -0.24
C -0.949 -2.754 -9.651 -0.80
H 2.345 -0.239 -6.049 0.25
H 2.594 0.288 -7.517 0.47
H 1.572 -1.074 -7.541 0.27
H -0.073 0.671 -7.696 0.54
H 0.601 1.567 -6.332 0.46
H -0.188 1.048 -4.045 0.10
H 1.167 0.033 -4.415 -0.18
H -0.242 -0.664 -3.716 0.49
H -2.161 0.351 -7.051 0.61
H -1.694 1.605 -5.751 0.23
H -2.669 -0.062 -3.954 0.18
H -3.296 -1.003 -5.393 0.31
H -3.856 0.569 -5.129 0.48
H -1.169 -2.110 -5.278 0.44
H 0.412 -2.134 -6.043 0.58
H -2.300 -1.750 -7.479 0.45
H -1.283 -3.224 -7.301 0.34
H -0.830 -3.746 -9.331 0.34
H -0.325 -2.570 -10.485 0.29
H -1.971 -2.493 -9.965 0.29
C 4.475 3.644 -0.678 -0.80
O 4.347 2.291 -0.302 0.24
C 5.586 1.650 0.026 -1.17
C 5.611 0.241 -0.373 -0.18
N 5.493 -0.012 -1.859 0.93
H 4.711 0.469 -2.301 -0.28
H 6.306 0.466 -2.360 0.57
C 5.625 -1.482 -2.128 0.25
C 6.986 -1.811 -2.723 -1.05
O 8.000 -1.290 -1.941 -0.30
C 9.331 -1.633 -2.335 -0.84
H 5.127 3.732 -1.514 0.46
H 4.835 4.200 0.219 0.32
H 3.449 3.988 -0.944 -0.09
H 5.706 1.751 1.087 0.40
H 6.373 2.208 -0.455 0.47
H 4.838 -0.498 0.005 0.17
H 6.503 -0.274 -0.014 0.35
H 4.881 -1.709 -2.937 -0.19
H 5.496 -2.131 -1.197 0.09
H 7.177 -1.433 -3.742 0.43
H 7.042 -2.901 -2.803 0.58
H 9.911 -1.039 -1.673 0.27
H 9.690 -1.471 -3.314 0.36
H 9.438 -2.728 -2.319 0.31
C -0.638 -2.924 8.323 -0.68
O -0.264 -3.680 7.125 0.17
C 0.861 -4.480 7.324 -0.89
C 1.220 -5.096 5.988 -0.35
N 1.497 -4.029 4.958 1.20
H 0.605 -3.767 4.535 -0.13
H 1.868 -3.212 5.500 0.31
C 2.563 -4.376 3.935 -0.66
C 1.969 -5.476 3.026 1.33
O 0.682 -4.925 2.675 0.36
C -0.129 -5.482 1.677 -0.64
H 0.170 -2.278 8.603 0.34
H -0.818 -3.726 9.108 0.34
H -1.609 -2.403 8.129 -0.11
H 0.686 -5.256 8.135 0.39
H 1.683 -3.852 7.633 0.45
H 0.443 -5.744 5.497 0.24
H 2.182 -5.702 6.134 0.32
H 3.493 -4.762 4.385 0.51
H 2.744 -3.507 3.385 -0.07
H 1.773 -6.473 3.458 0.58
H 2.512 -5.625 2.109 -1.34
H -1.117 -4.985 1.690 0.12
H -0.405 -6.529 1.925 0.26
H 0.372 -5.473 0.739 0.11
C -7.816 1.141 1.329 -0.85
O -6.747 1.813 2.000 -0.29
C -6.498 1.363 3.340 -0.80
C -5.274 2.104 3.763 0.14
N -5.331 3.560 3.353 0.47
H -4.539 4.052 3.836 0.61
H -5.367 3.682 2.351 0.60
C -6.497 4.333 3.887 -0.85
C -6.132 5.812 3.947 -0.27
O -5.692 6.213 2.622 -0.31
C -4.971 7.406 2.618 -0.08
H -8.682 1.240 1.896 0.42
H -7.598 0.079 1.121 0.13
H -8.082 1.624 0.422 0.31
H -6.330 0.287 3.374 0.32
H -7.385 1.625 3.936 0.64
H -4.401 1.753 3.213 -0.21
H -5.056 1.921 4.826 0.12
H -6.742 3.915 4.862 0.43
H -7.292 4.180 3.168 0.40
H -5.324 6.021 4.631 -0.10
H -7.014 6.379 4.103 0.58
H -4.168 7.393 3.374 0.01
H -5.552 8.380 2.707 0.29
H -4.401 7.364 1.675 -0.10
C -1.529 3.568 -3.076 -0.66
O -0.453 3.384 -4.093 0.10
C 0.733 4.073 -3.609 1.66
C 1.217 4.867 -4.763 -1.44
N 0.449 6.170 -5.046 0.74
H -0.438 5.889 -5.552 0.60
H 0.142 6.581 -4.222 -0.76
C 1.186 7.121 -5.928 -0.60
C 0.254 8.086 -6.433 -0.52
O -0.735 7.399 -7.115 -0.39
C -1.969 8.058 -7.030 -0.47
H -1.725 4.655 -2.970 0.06
H -1.238 3.177 -2.112 0.32
H -2.507 3.156 -3.460 0.29
H 1.498 3.394 -3.301 -0.79
H 0.396 4.650 -2.774 0.13
H 1.225 4.221 -5.705 0.48
H 2.306 5.257 -4.564 0.37
H 1.741 6.581 -6.691 0.47
H 1.899 7.640 -5.236 0.34
H 0.674 8.877 -7.082 0.48
H -0.084 8.732 -5.573 0.27
H -2.300 8.110 -5.919 0.13
H -2.664 7.351 -7.351 0.32
H -1.968 9.065 -7.458 0.33
C -4.086 -0.114 8.665 -0.97
O -2.845 -0.125 7.991 -0.01
C -2.819 0.654 6.801 -0.59
C -1.346 0.994 6.483 0.26
N -0.934 1.970 7.494 1.06
H -1.200 2.968 7.228 -0.25
H -1.493 1.582 8.246 0.64
C 0.484 2.012 7.958 -0.27
C 0.512 2.904 9.178 -0.94
O -0.573 2.473 10.033 -0.33
C -1.167 3.304 11.002 -0.75
H -4.328 0.889 8.923 0.36
H -4.045 -0.762 9.570 0.23
H -4.944 -0.496 8.033 0.27
H -3.390 1.572 6.745 0.46
H -3.063 -0.020 5.965 0.29
H -1.291 1.473 5.489 -0.27
H -0.627 0.200 6.455 -0.38
H 1.169 2.372 7.221 0.21
H 0.863 0.960 8.236 0.31
H 0.351 3.913 8.916 0.42
H 1.426 2.708 9.644 0.52
H -0.462 3.930 11.543 0.36
H -1.720 2.633 11.721 0.24
H -1.975 3.958 10.552 0.23
N 2.064 -0.999 5.408 0.99
O 1.794 0.194 5.565 -0.68
O 2.235 -1.557 4.299 -0.61
O 2.172 -1.669 6.445 -0.83
N 2.470 0.906 -2.349 0.17
O 1.530 1.671 -2.191 -0.27
O 3.350 1.237 -3.270 -1.16
O 2.638 -0.168 -1.759 -0.15
C 2.044 -8.730 -0.150 0.27
F 1.094 -9.622 -0.423 -0.23
F 1.670 -8.191 1.031 -0.10
F 3.224 -9.352 -0.059 -0.20
S 1.916 -7.409 -1.437 1.15
O 2.878 -7.755 -2.444 -0.65
O 0.530 -7.384 -1.802 -0.82
N 2.246 -6.023 -0.714 -0.25
S 3.643 -5.485 -0.175 0.31
O 3.466 -4.142 0.336 -0.21
O 4.306 -6.627 0.536 -0.68
C 4.534 -5.012 -1.744 0.36
F 4.809 -6.066 -2.570 -0.27
F 3.763 -4.121 -2.426 0.08
F 5.718 -4.486 -1.464 -0.21
C 1.024 6.855 -0.371 0.47
F 2.285 6.900 0.102 -0.22
F 0.559 5.580 -0.581 -0.12
F 0.188 7.352 0.492 -0.19
S 0.934 7.775 -2.094 0.80
O 1.104 9.148 -2.066 -0.58
O 1.818 6.906 -2.770 -0.57
N -0.479 7.247 -2.566 -0.41
S -1.820 8.182 -2.679 1.13
O -1.403 9.576 -2.592 -0.68
O -2.617 7.725 -3.774 -0.74
C -2.947 7.960 -1.226 0.50
F -4.115 8.505 -1.555 -0.20
F -3.076 6.619 -0.997 -0.19
F -2.485 8.609 -0.095 -0.22
C -5.110 -2.736 1.398 0.36
F -4.365 -2.254 0.382 -0.13
F -6.429 -2.589 1.181 -0.24
F -4.847 -3.978 1.601 -0.18
S -4.639 -1.763 2.947 0.88
O -4.542 -0.466 2.276 -0.55
O -5.648 -1.966 3.967 -0.75
N -3.156 -2.277 3.215 -0.14
S -2.613 -2.953 4.613 1.06
O -1.189 -3.209 4.313 -1.39
O -2.812 -2.193 5.825 -0.56
C -3.376 -4.618 4.627 0.27
F -3.062 -5.323 3.532 -0.17
F -2.948 -5.260 5.638 -0.14
F -4.708 -4.491 4.740 -0.19
C -2.646 6.726 6.475 0.34
F -1.874 7.176 7.491 -0.22
F -3.925 6.778 6.778 -0.20
F -2.405 7.434 5.398 -0.19
S -2.277 4.917 5.956 1.33
O -2.374 4.107 7.197 -0.90
O -3.356 4.686 4.942 -1.15
N -0.823 4.841 5.552 -0.44
S 0.008 5.446 4.303 0.84
O -0.635 5.227 3.024 -0.35
O 0.729 6.666 4.505 -0.69
C 1.359 4.296 4.511 0.56
F 0.920 3.060 4.337 -0.25
F 2.257 4.487 3.577 -0.16
F 1.955 4.402 5.703 -0.23
```

## Properties
- Net charge: +2
- HOMO: -0.441 hartree
- LUMO energy: -3.520 eV
- Maximum force: 5.25 eV Å⁻¹
- Frontier orbital gap: 8.48 eV